Version w
Below is 2 unconnected molecules or ions with the total composition C23H40N2O3, with properties calculated with ωB97M-V/def2-TZVPD.

Element x y z (Å)
C  0.088  -5.885  -0.781
C  5.179  5.963  1.092
H  1.501  4.245  1.907
H  -4.722  -4.105  -0.625
C  -1.295  -1.584  -0.911
H  5.199  3.974  1.850
H  2.691  4.973  3.009
H  -2.859  0.116  0.792
H  4.378  2.029  0.401
C  -1.705  3.356  0.193
O  3.149  4.675  -0.399
H  -0.078  -2.491  0.658
C  3.464  2.538  0.706
C  1.957  4.180  2.892
H  -0.170  -0.730  0.740
C  -1.170  2.539  1.213
H  1.001  3.465  -1.890
H  -3.179  -5.042  -2.305
O  2.557  2.305  4.199
H  -2.501  -2.724  -2.287
C  0.142  2.040  1.095
H  -0.753  -3.796  -3.420
C  -0.414  -4.720  -2.944
H  -0.472  -6.754  -1.133
C  0.395  3.194  -1.035
H  -1.726  -4.220  0.258
H  -2.346  -0.214  -2.219
H  0.540  1.394  1.865
C  -0.924  3.675  -0.934
C  3.780  4.022  0.422
H  1.178  4.302  3.643
C  -0.426  -4.581  -1.415
C  2.629  2.834  3.102
H  4.316  6.609  0.908
H  -3.547  1.110  -0.500
H  0.012  -5.837  0.310
N  3.310  2.213  2.135
C  -4.201  -5.040  -0.409
C  -3.169  0.114  -0.257
N  4.751  4.567  1.169
H  -1.769  2.282  2.073
C  -1.814  -4.181  -0.833
H  3.695  1.329  2.431
C  2.359  1.869  -0.144
C  -1.989  -0.227  -1.184
C  -0.744  -1.635  0.523
H  -1.558  -1.719  1.250
H  -3.995  -0.591  -0.380
H  -3.963  -5.074  0.659
C  0.937  2.388  -0.016
H  0.294  -3.801  -1.153
H  -1.340  4.305  -1.706
C  -2.266  -2.748  -1.218
H  2.657  1.944  -1.191
H  -4.884  -5.864  -0.636
H  -3.397  3.565  1.105
O  -2.975  3.830  0.288
H  -0.445  -1.656  -1.597
H  5.654  6.263  2.027
H  5.888  6.085  0.271
H  2.347  0.804  0.094
H  -1.059  -5.541  -3.273
H  -2.575  -6.204  -1.127
H  1.140  -6.036  -1.042
H  -1.241  0.566  -1.095
H  -3.192  -2.555  -0.679
H  0.603  -4.926  -3.294
C  -2.927  -5.178  -1.249

- M (g mol⁻¹) = 392.6
- structure (SMILES) = CNC(=O)[C@H](Cc1ccc(O)cc1)NC(C)=O.CC[C@@H](C)C[C@@H](CC)C(C)C
- multiplicity = 1
- HOMO level (eV) = -8.40
- LUMO level (eV) = 0.5
- Kohn-Sham gap (eV) = 8.88

These are the Löwdin partial charges, in e, on atoms 1 to 6:
1. C -0.078
2. C -0.052
3. H 0.069
4. H 0.064
5. C -0.363
6. H 0.137



Version x
Below is C23H40N2O3 in the gas phase, with properties calculated with ωB97M-V/def2-TZVPD.

Element x y z (Å)
O  -0.361  -7.638  2.187
N  -1.225  -2.370  0.391
C  -1.497  -3.809  0.453
C  2.008  -0.994  3.488
H  0.082  -5.583  6.276
C  0.078  0.022  2.517
H  1.933  -0.071  4.070
C  -1.914  0.988  1.172
H  -1.668  -5.450  6.379
C  0.907  -4.607  0.682
H  -2.048  1.581  3.272
H  -1.581  -4.189  1.471
H  1.808  -3.150  3.873
C  1.559  -5.953  4.006
H  0.884  -2.083  -0.010
C  -0.978  -5.999  4.399
H  0.959  -4.006  1.587
H  -1.436  -6.499  -0.744
O  1.066  -0.999  2.420
H  -0.227  -0.086  0.413
C  -0.156  -4.050  -0.275
H  2.342  -5.786  3.265
H  3.005  -1.026  3.042
H  -2.509  -6.164  2.852
C  1.800  -2.187  4.373
C  1.611  -2.113  5.686
H  -0.161  -2.170  -1.469
C  -0.839  -0.134  1.313
H  -1.053  -4.508  -2.174
H  -0.427  -6.967  -2.105
H  -2.385  -4.101  -0.118
O  -2.207  -1.838  2.337
C  -0.018  -2.522  -0.442
H  0.560  1.004  2.519
C  0.164  -5.653  3.420
H  -2.368  0.378  -0.874
C  -1.471  -1.519  1.414
H  -3.171  0.296  2.813
C  -2.895  0.590  0.058
C  -0.452  -6.360  -1.200
H  -1.966  3.069  0.574
H  0.094  -4.589  3.204
H  -2.444  -4.577  3.651
H  -3.599  1.402  -0.131
H  -0.553  2.668  1.540
H  0.685  -4.761  -2.115
C  -1.220  2.295  0.762
H  1.613  -6.998  4.318
H  1.473  -2.997  6.294
H  -3.464  1.970  2.306
C  0.617  -6.846  -0.216
H  1.605  -6.775  -0.680
N  0.627  -6.003  0.983
H  0.449  -7.876  0.092
C  -2.694  1.214  2.473
H  1.775  -5.326  4.870
H  -0.934  -7.076  4.574
C  -2.346  -5.655  3.802
C  -0.241  -4.881  -1.544
C  0.065  -6.493  2.139
H  -0.638  2.163  -0.152
H  -0.744  -4.185  5.574
C  -0.808  -5.265  5.733
H  -0.493  -0.097  3.441
H  1.588  -1.158  6.196
H  -3.471  -0.295  0.333
H  1.888  -4.546  0.200
H  -3.145  -5.961  4.480

- M (g mol⁻¹) = 392.6
- structure (SMILES) = C=CCOC[C@@H](C(=O)N1CC2(CCCN(C(=O)[C@H](C)C(C)C)C2)C1)C(C)(C)C
- multiplicity = 1
- HOMO level (eV) = -9.07
- LUMO level (eV) = 0.6
- Kohn-Sham gap (eV) = 9.69

These are the Löwdin partial charges, in e, on atoms 1 to 6:
1. O 0.063
2. N 0.016
3. C -0.031
4. C -0.208
5. H 0.068
6. C -0.164



Short version: version x is the least stable of them.



Version w
Below is C9H10O3 in the gas phase, with properties calculated with ωB97M-V/def2-TZVPD.

Element x y z (Å)
H  1.605  0.147  -2.997
C  1.761  -0.847  1.032
H  -1.622  0.295  2.553
C  -2.518  1.196  -2.114
C  0.398  -0.497  2.982
C  0.749  -0.373  0.242
H  -3.101  1.966  -1.667
O  -2.461  1.371  0.779
O  -1.531  0.659  -1.126
C  -0.518  -0.043  0.825
H  2.962  -0.105  -1.852
H  1.891  -1.338  -2.062
C  -1.711  0.665  0.163
H  0.266  -1.023  3.951
H  2.284  -1.594  2.876
H  2.612  -1.153  0.536
H  -3.050  0.382  -2.718
C  -0.626  -0.037  2.201
C  1.854  -0.289  -2.015
O  0.923  0.086  -1.046
H  -1.789  1.517  -2.898
C  1.622  -0.985  2.353

- M (g mol⁻¹) = 166.2
- structure (SMILES) = COC(=O)c1ccccc1OC
- multiplicity = 1
- HOMO level (eV) = -8.49
- LUMO level (eV) = 0.7
- Kohn-Sham gap (eV) = 9.22

These are the Löwdin partial charges, in e, on atoms 1 to 6:
1. H 0.100
2. C -0.049
3. H 0.130
4. C 0.023
5. C -0.056
6. C -0.172



Version x
Below is C9H10O3 in the gas phase, with properties calculated with ωB97M-V/def2-TZVPD.

Element x y z (Å)
H  -3.300  1.680  -0.250
C  -2.747  1.204  -1.002
C  3.094  0.910  -0.037
O  -1.927  -1.233  -0.585
H  -3.579  0.846  -1.535
H  0.125  0.129  -1.805
H  1.796  -1.547  1.909
O  -1.296  0.460  0.781
C  1.653  -0.892  1.010
C  -0.477  -1.800  -0.129
H  4.034  1.474  -0.038
C  0.610  -0.820  0.026
H  3.590  -0.355  1.532
H  -1.245  -2.552  1.382
H  -0.330  -2.470  -0.928
H  -2.082  1.703  -1.709
C  0.932  0.071  -0.978
H  2.118  1.458  -1.892
C  2.031  0.861  -0.991
O  -0.415  -2.675  0.885
C  2.820  -0.161  0.810
C  -1.967  0.099  -0.145

- M (g mol⁻¹) = 166.2
- structure (SMILES) = CC(=O)O[C@H](O)c1ccccc1
- multiplicity = 1
- HOMO level (eV) = -8.98
- LUMO level (eV) = 0.7
- Kohn-Sham gap (eV) = 9.66

These are the Löwdin partial charges, in e, on atoms 1 to 6:
1. H 0.058
2. C 0.043
3. C -0.027
4. O 0.026
5. H 0.050
6. H 0.154



Short version: version x is the least stable of them.